[1]
Molecular formula: C3H2N4S
Method: DFT, wB97M-V/def2-TZVPD

XYZ file:
```
10
Properties=species:S:1:pos:R:3:nbo_charge:R:1
C 1.263 1.189 0.000 -0.16
C 1.657 -0.120 -0.006 0.19
C -0.215 -1.691 -0.003 -0.15
N -0.020 1.627 -0.002 -0.15
N -1.229 1.407 0.001 0.15
N 0.936 -1.160 -0.008 -0.42
N -2.163 0.593 0.003 -0.41
S -1.881 -1.076 0.004 0.50
H 1.975 1.999 0.012 0.22
H -0.323 -2.768 -0.002 0.22
```

## Properties
frontier orbital gap (alpha / beta)	8.52 / 6.99	eV
HOMO (alpha / beta)	-0.3292 / -0.3086	Eh
relative energy (zero: lowest compared OMol25 entry of this formula, charge and spin)	126.3	kcal per mole
max |F|	0.0420	hartree/bohr
multiplicity	1
calculated total energy	-732.47984	a.u.


[2]
Molecular formula: C3H2NO2S
Method: DFT, wB97M-V/def2-TZVPD

XYZ file:
```
9
Properties=species:S:1:pos:R:3:nbo_charge:R:1
C -1.603 -2.098 0.464 0.19
C 0.395 0.082 0.527 -0.27
C -1.497 -0.763 0.670 -0.58
N -1.536 -3.270 0.274 -0.43
O -2.429 1.681 0.206 -0.98
O -4.035 0.174 1.153 -0.96
S -2.850 0.281 0.302 1.75
H 0.295 1.236 0.534 0.17
H 0.931 -0.267 -0.281 0.12
```

## Properties
frontier orbital gap (alpha / beta)	6.57 / 7.14	eV
HOMO (alpha / beta)	-0.1366 / -0.1548	Eh
relative energy (zero: lowest compared OMol25 entry of this formula, charge and spin)	144.9	kcal per mole
max |F|	0.1154	hartree/bohr
charge	-1
multiplicity	1
calculated total energy	-718.77710	a.u.